Here is C25H32O3RhS2Si as an isolated structure from OMol25. Energies are from the ωB97M-V functional and the def2-TZVPD basis.

Last column: natural (NBO) charge in e.
Atoms and positions in Å:
Rh: -1.14 0.79 -0.41  0.71
O: -1.94 -1.22 -0.42  -1.01
S: -2.35 -2.20 -1.51  1.28
C: -0.94 -3.32 -1.80  -0.59
C: 0.45 -2.72 -1.65  -0.43
C: 0.76 -2.44 -0.18  -0.43
C: 1.99 -1.60 0.13  -0.59
S: 2.09 -0.08 -0.87  1.27
O: 0.70 0.43 -1.21  -0.96
C: 2.76 1.03 0.35  -0.19
C: 2.19 2.28 0.50  -0.26
C: 2.78 3.17 1.39  -0.19
C: 3.91 2.81 2.11  -0.19
C: 4.48 1.55 1.93  -0.20
C: 3.91 0.65 1.05  -0.23
C: -2.46 -1.33 -3.05  -0.22
C: -3.58 -1.65 -3.82  -0.22
C: -3.78 -1.01 -5.03  -0.19
C: -2.89 -0.04 -5.45  -0.17
C: -1.78 0.29 -4.67  -0.18
C: -1.56 -0.36 -3.47  -0.26
H: -1.13 -3.72 -2.80  0.25
H: -1.10 -4.12 -1.07  0.24
H: 0.53 -1.82 -2.26  0.22
H: 1.16 -3.44 -2.07  0.23
H: 0.89 -3.39 0.35  0.23
H: -0.10 -1.96 0.28  0.25
H: 2.92 -2.11 -0.12  0.24
H: 2.00 -1.32 1.19  0.26
H: 1.29 2.54 -0.04  0.28
H: 2.35 4.15 1.53  0.23
H: 4.36 3.51 2.80  0.23
H: 5.37 1.27 2.48  0.23
H: 4.36 -0.32 0.90  0.22
H: -4.29 -2.39 -3.46  0.23
H: -4.65 -1.25 -5.63  0.23
H: -3.05 0.48 -6.39  0.23
H: -1.09 1.05 -5.01  0.23
H: -0.69 -0.11 -2.88  0.24
C: -0.82 3.19 -1.75  -0.27
O: -0.82 2.70 -0.42  -0.76
H: -0.81 4.28 -1.71  0.20
H: -1.72 2.89 -2.31  0.15
H: 0.06 2.85 -2.31  0.16
C: -2.94 0.82 1.54  -1.16
Si: -1.10 1.10 1.83  1.67
C: -0.73 2.80 2.47  -1.16
C: -0.16 -0.20 2.76  -0.50
C: 1.06 0.14 3.35  -0.21
C: 1.83 -0.81 4.00  -0.22
C: 1.39 -2.13 4.06  -0.19
C: 0.17 -2.48 3.48  -0.21
C: -0.59 -1.53 2.83  -0.21
H: -3.49 1.38 2.29  0.28
H: -3.22 -0.23 1.55  0.26
H: -3.28 1.24 0.57  0.25
H: -0.63 2.78 3.56  0.25
H: -1.55 3.46 2.19  0.27
H: 0.17 3.22 2.04  0.26
H: 1.41 1.17 3.31  0.22
H: 2.77 -0.53 4.45  0.23
H: 1.98 -2.87 4.57  0.23
H: -0.18 -3.51 3.55  0.22
H: -1.53 -1.82 2.38  0.22

**LUMO level (spin up / spin down)**: -2.888 / -2.889 eV
**Electronic energy**: -2393.704946 a.u.
**Relative energy (zero: lowest compared OMol25 entry of this formula, charge and spin)**: 0.533 eV
**Orbital gap (spin up / spin down)**: 8.11 / 8.11 eV
**HOMO level (spin up / spin down)**: -11.00 / -11.00 eV
**Net charge**: +1



Here is an isolated ion of composition C25H33 and charge +1 in a non-equilibrium geometry from OMol25. Energies are from the ωB97M-V functional and the def2-TZVPD basis.

Last column: natural (NBO) charge in e.
Atoms and positions in Å:
C: -4.85 -0.69 -1.37  -0.40
C: -4.47 -1.80 -0.39  -0.40
C: -2.97 -2.00 -0.14  -0.40
C: -2.17 -2.41 -1.38  -0.42
C: -0.64 -2.34 -1.20  -0.36
C: -0.01 -0.97 -1.59  -0.61
C: -0.09 0.12 -0.60  0.76
C: 0.69 0.06 0.68  -0.58
C: -0.79 1.37 -0.94  -0.59
C: -2.24 1.21 -1.51  -0.38
C: -3.33 1.24 -0.42  -0.41
C: -4.72 0.75 -0.84  -0.40
H: -4.31 -0.81 -2.32  0.19
H: -5.91 -0.84 -1.62  0.23
H: -4.94 -1.61 0.58  0.21
H: -4.89 -2.75 -0.76  0.22
H: -2.53 -1.11 0.31  0.18
H: -2.85 -2.80 0.61  0.22
H: -2.44 -3.45 -1.62  0.23
H: -2.48 -1.82 -2.26  0.20
H: -0.36 -2.61 -0.17  0.21
H: -0.21 -3.11 -1.86  0.24
H: 1.05 -1.17 -1.85  0.30
H: -0.47 -0.60 -2.52  0.24
H: 0.46 0.98 1.26  0.24
H: 0.28 -0.77 1.28  0.30
H: -0.81 2.04 -0.07  0.25
H: -0.20 1.88 -1.72  0.33
H: -2.43 2.04 -2.20  0.23
H: -2.33 0.29 -2.12  0.21
H: -2.98 0.72 0.48  0.19
H: -3.43 2.30 -0.12  0.22
H: -5.11 1.43 -1.61  0.21
H: -5.37 0.86 0.03  0.22
C: 2.20 -0.09 0.59  -0.27
C: 2.83 1.10 -0.16  0.04
C: 3.20 0.91 -1.49  -0.24
C: 3.69 1.97 -2.25  -0.20
C: 3.90 3.22 -1.67  -0.20
C: 3.59 3.40 -0.32  -0.19
C: 2.96 2.38 0.40  -0.26
C: 2.78 -0.39 1.98  0.05
C: 2.38 -1.59 2.59  -0.24
C: 2.76 -1.90 3.90  -0.20
C: 3.50 -0.98 4.65  -0.20
C: 3.93 0.21 4.04  -0.18
C: 3.63 0.46 2.69  -0.25
H: 2.38 -0.99 -0.01  0.22
H: 3.07 -0.09 -1.92  0.20
H: 3.91 1.79 -3.30  0.23
H: 4.30 4.05 -2.26  0.23
H: 3.83 4.34 0.18  0.23
H: 2.60 2.57 1.42  0.23
H: 1.73 -2.29 2.04  0.20
H: 2.47 -2.86 4.33  0.23
H: 3.74 -1.18 5.69  0.23
H: 4.48 0.96 4.61  0.23
H: 4.04 1.35 2.21  0.23

**LUMO level**: -5.490 eV
**Electronic energy**: -972.135766 a.u.
**Orbital gap**: 6.38 eV
**HOMO level**: -11.87 eV
**Net charge**: +1



Here is C25H33BCsF10N9OSSbTe as an isolated structure in a non-equilibrium geometry from OMol25. Energies are from the ωB97M-V functional and the def2-TZVPD basis.

Last column: Mulliken spin population.
Atoms and positions in Å:
Cs: -0.15 -1.11 2.27  0.00
N: 0.99 1.89 3.01  0.00
N: 1.20 2.34 1.69  0.00
C: 0.81 3.51 1.22  0.00
N: 1.18 3.75 -0.07  0.00
S: -0.02 4.68 2.13  0.00
H: 0.49 2.65 3.47  0.00
H: 1.92 1.81 3.42  0.00
H: 1.76 1.69 1.12  0.00
H: 1.49 2.98 -0.65  0.00
H: 0.68 4.49 -0.53  0.00
C: 0.15 0.20 -3.03  -0.17
N: -0.62 -0.83 -2.33  0.00
C: -1.88 -0.84 -2.57  0.01
C: -2.83 -1.74 -1.94  0.00
C: -4.19 -1.82 -2.23  0.00
C: -4.70 -2.81 -1.37  0.00
C: -3.59 -3.25 -0.62  0.00
N: -2.47 -2.60 -0.97  0.00
C: -0.56 1.52 -3.25  -0.01
C: -0.58 2.14 -4.49  0.00
C: -1.22 3.36 -4.68  0.00
C: -1.86 3.97 -3.61  0.00
C: -1.86 3.36 -2.36  0.00
C: -1.21 2.14 -2.19  0.01
H: 0.51 -0.18 -3.99  -0.02
H: 1.06 0.40 -2.44  0.17
H: -2.34 -0.11 -3.25  0.00
H: -4.73 -1.22 -2.95  0.00
H: -5.72 -3.15 -1.28  0.00
H: -3.58 -3.99 0.17  0.00
H: -0.09 1.65 -5.33  0.00
H: -1.22 3.82 -5.65  0.00
H: -2.36 4.92 -3.75  0.00
H: -2.36 3.82 -1.52  0.00
H: -1.23 1.66 -1.22  0.00
C: 0.12 -4.91 -1.29  0.00
N: 0.10 -3.67 -0.56  0.00
C: 1.20 -3.01 -0.17  0.01
N: 2.42 -3.60 -0.38  0.00
O: 1.13 -1.89 0.36  0.05
H: -0.89 -5.11 -1.63  0.00
H: 0.44 -5.76 -0.66  0.00
H: 0.77 -4.87 -2.17  0.00
H: -0.77 -3.14 -0.64  0.00
H: 2.46 -4.60 -0.42  0.00
H: 3.17 -3.15 0.13  0.00
Te: 3.13 0.09 -0.54  0.94
C: 4.07 1.62 -1.64  -0.03
C: 4.42 1.40 -2.98  0.01
C: 5.02 2.41 -3.72  -0.02
C: 5.29 3.64 -3.13  0.04
C: 4.96 3.85 -1.80  -0.02
C: 4.35 2.85 -1.05  0.03
H: 4.22 0.44 -3.43  0.00
H: 5.27 2.24 -4.76  0.00
H: 5.76 4.43 -3.71  0.00
H: 5.18 4.81 -1.33  0.00
H: 4.10 3.02 -0.01  0.00
C: -3.85 -1.02 1.88  0.00
C: -3.44 -0.08 2.97  0.00
N: -2.99 1.15 2.80  0.00
C: -2.74 1.62 4.07  0.00
C: -3.04 0.68 5.00  0.00
N: -3.50 -0.40 4.29  0.00
H: -3.29 -0.81 0.97  0.00
H: -4.91 -0.92 1.65  0.00
H: -3.66 -2.06 2.17  0.00
H: -2.34 2.61 4.23  0.00
H: -2.94 0.66 6.07  0.00
H: -3.67 -1.33 4.65  0.00
F: 4.35 -1.01 2.34  0.00
B: 4.94 0.26 2.47  -0.03
F: 5.75 0.30 3.60  0.00
F: 5.68 0.56 1.32  0.01
F: 3.90 1.23 2.60  0.00
F: -1.25 -2.17 4.21  0.00
Sb: -1.58 -3.99 4.61  0.00
F: 0.04 -4.43 3.76  0.00
F: -0.70 -3.72 6.26  0.00
F: -1.94 -5.77 5.06  0.00
F: -3.22 -3.39 5.36  0.00
F: -2.43 -4.13 2.94  0.00

**LUMO level (spin up / spin down)**: 3.728 / 2.807 eV
**Electronic energy**: -3491.166545 a.u.
**2S+1**: 2
**Relative energy (zero: lowest compared OMol25 entry of this formula, charge and spin)**: 1.052 eV
**Orbital gap (spin up / spin down)**: 6.34 / 5.42 eV
**HOMO level (spin up / spin down)**: -2.61 / -2.61 eV
**Net charge**: -2